Computed, not measured: a 10-piece molecular cluster, C16H22Cl27NO3S overall in a non-equilibrium geometry, with the ωB97M-V functional and the def2-TZVPD basis.

Each line ends with the natural charge from an NBO analysis.
CARTESIAN COORDINATES (ANGSTROEM)
C (-0.359, 4.935, -0.507)  -0.7461
C (-1.233, 3.605, -0.018)  0.5403
C (-1.035, 2.239, -0.903)  -0.7799
N (-2.072, 3.774, 1.056)  -0.6417
C (-3.524, 3.875, 0.645)  -0.0678
C (-4.178, 2.366, 0.687)  -0.4458
C (-5.728, 2.282, 0.130)  -0.6180
S (-5.987, 3.380, -1.410)  2.1067
O (-5.245, 2.630, -2.575)  -0.9073
O (-7.477, 3.493, -1.830)  -0.8482
O (-5.266, 4.889, -1.012)  -0.6695
C (-3.802, 4.708, -0.739)  -0.1282
H (-0.568, 5.018, -1.678)  0.2377
H (0.798, 4.807, -0.378)  0.2489
H (-0.773, 5.945, -0.038)  0.2402
H (-0.603, 1.323, -0.316)  0.2666
H (-2.089, 2.003, -1.412)  0.2502
H (-0.304, 2.467, -1.819)  0.2307
H (-4.070, 4.487, 1.513)  0.2196
H (-3.498, 1.531, 0.198)  0.2341
H (-4.239, 2.073, 1.843)  0.2376
H (-6.537, 2.641, 0.918)  0.2523
H (-5.990, 1.153, -0.144)  0.2769
H (-3.362, 4.223, -1.711)  0.2235
H (-3.390, 5.816, -0.572)  0.2316
Cl (-0.508, -2.061, 2.004)  0.0016
C (0.426, -2.037, 0.498)  -0.2793
Cl (-0.346, -0.978, -0.695)  0.0247
Cl (2.091, -1.517, 0.807)  0.0288
H (0.451, -3.052, 0.093)  0.2347
Cl (2.192, -4.161, -0.846)  -0.0050
C (3.126, -4.137, -2.352)  -0.2828
Cl (2.354, -3.078, -3.545)  0.0156
Cl (4.791, -3.617, -2.043)  0.0135
H (3.151, -5.152, -2.757)  0.2433
Cl (8.191, -2.373, -3.197)  0.0146
C (7.216, -1.929, -4.608)  -0.2824
Cl (7.096, -0.167, -4.752)  0.0176
Cl (7.903, -2.629, -6.084)  0.0165
H (6.209, -2.333, -4.472)  0.2346
Cl (-1.708, 0.006, 6.590)  0.0171
C (-0.774, 0.031, 5.084)  -0.2811
Cl (-1.546, 1.089, 3.891)  0.0249
Cl (0.891, 0.551, 5.393)  0.0103
H (-0.749, -0.984, 4.678)  0.2264
Cl (6.343, -8.480, -2.372)  0.0243
C (4.873, -7.847, -1.613)  -0.2848
Cl (5.268, -6.536, -0.489)  0.0204
Cl (3.728, -7.288, -2.844)  0.0026
H (4.402, -8.656, -1.047)  0.2432
Cl (3.703, 3.798, 1.316)  0.0121
C (2.255, 3.376, 2.247)  -0.2786
Cl (1.113, 4.731, 2.269)  0.0331
Cl (1.487, 1.926, 1.579)  0.0146
H (2.557, 3.163, 3.275)  0.2343
Cl (4.891, -12.007, 2.390)  0.0284
C (3.916, -11.563, 0.979)  -0.2797
Cl (3.796, -9.801, 0.835)  0.0088
Cl (4.603, -12.262, -0.497)  0.0242
H (2.909, -11.966, 1.115)  0.2351
Cl (-0.885, 6.182, -3.808)  0.0230
C (0.084, 7.639, -3.531)  -0.2803
Cl (-0.094, 8.196, -1.859)  0.0189
Cl (1.789, 7.334, -3.907)  0.0227
H (-0.280, 8.426, -4.197)  0.2358
Cl (-3.857, -1.817, 4.609)  0.0071
C (-5.327, -1.185, 5.369)  -0.2775
Cl (-4.932, 0.127, 6.493)  0.0250
Cl (-6.472, -0.625, 4.138)  0.0166
H (-5.798, -1.993, 5.934)  0.2324

Summary:
**Kohn-Sham gap**: 7.9 eV
**SMILES**: CC(C)=N[C@@H]1CCS(=O)(=O)OC1.ClC(Cl)Cl.ClC(Cl)Cl.ClC(Cl)Cl.ClC(Cl)Cl.ClC(Cl)Cl.ClC(Cl)Cl.ClC(Cl)Cl.ClC(Cl)Cl.ClC(Cl)Cl
**Largest force on an atom**: 0.1241 Eh/bohr
**E_HOMO**: -0.293 hartree
**Total charge**: 0